# 1
Molecular formula: C2H3ClF2
Method: DFT, wB97M-V/def2-TZVPD

Last column: natural (NBO) charge in e.
Geometry (Å):
F 0.731 -1.532 -0.131  -0.3509
C 0.113 -0.410 -0.627  0.5482
F 0.712 0.049 -1.694  -0.3225
C 0.003 0.569 0.591  -0.4046
Cl -1.544 -0.168 1.394  -0.0790
H -0.867 -0.768 -1.038  0.1376
H 0.958 0.592 1.152  0.2371
H -0.105 1.668 0.353  0.2342

Highest occupied orbital energy = -11.365 eV
Energy = -737.9070 Ha
ΔE to the lowest compared entry with this formula, charge and spin = 21.12 kcal/mol
Frontier orbital gap = 12.07 eV
LUMO energy = 0.7 eV
SMILES string = FC(F)CCl



# 2
Molecular formula: C2H3ClF2N2
Method: DFT, wB97M-V/def2-TZVPD

Last column: natural (NBO) charge in e.
Geometry (Å):
H -1.304 1.512 -1.000  0.3482
N -1.869 0.676 -0.834  -0.6434
C -1.106 -0.068 -0.100  0.3307
N -1.563 -1.292 0.307  -0.7939
C 0.338 0.319 0.224  0.5963
F 0.536 1.625 -0.146  -0.3233
F 0.519 0.307 1.538  -0.3107
Cl 1.425 -0.780 -0.592  0.0133
H -2.545 -1.316 0.218  0.3981
H -1.236 -1.511 1.264  0.3847

Highest occupied orbital energy = -10.067 eV
Energy = -847.4470 Ha
ΔE to the lowest compared entry with this formula, charge and spin = 0.42 kcal/mol
Frontier orbital gap = 10.85 eV
LUMO energy = 0.8 eV
SMILES string = [H]/N=C(/N)C(F)(F)Cl



# 3
Molecular formula: C2H3ClF3N
Method: DFT, wB97M-V/def2-TZVPD

Last column: natural (NBO) charge in e.
Geometry (Å):
C 1.217 0.018 -0.186  -0.6752
C -0.218 -0.469 0.136  0.7781
F -0.518 -1.594 -0.465  -0.2975
F -0.460 -0.649 1.461  -0.3356
N -1.144 0.554 -0.334  -0.0926
F -0.974 1.637 0.520  -0.2289
Cl -2.848 0.205 -0.314  0.1367
H 2.095 -0.540 0.411  0.2373
H 1.327 -0.178 -1.197  0.2301
H 1.524 1.016 -0.032  0.2476

Highest occupied orbital energy = -10.425 eV
Energy = -892.4377 Ha
ΔE to the lowest compared entry with this formula, charge and spin = 0.00 kcal/mol
Frontier orbital gap = 10.88 eV
LUMO energy = 0.5 eV
SMILES string = CC(F)(F)N(F)Cl



# 4
Molecular formula: C2H3ClFN
Method: DFT, wB97M-V/def2-TZVPD

Last column: natural (NBO) charge in e.
Geometry (Å):
C -0.754 -0.408 -0.472  0.0005
C 1.092 -0.889 0.790  0.5061
N 0.487 -0.666 -0.325  -0.5055
F 0.508 -0.760 2.053  -0.3565
Cl 2.074 -2.403 0.780  -0.0113
H -1.226 -0.127 -1.399  0.1813
H -1.527 -0.409 0.329  0.1615
H 2.316 0.691 0.701  0.0238

Highest occupied orbital energy (alpha / beta) = -9.162 / -9.929 eV
Energy = -692.6511 Ha
ΔE to the lowest compared entry with this formula, charge and spin = 85.73 kcal/mol
Frontier orbital gap (alpha / beta) = 8.31 / 8.87 eV
LUMO energy (alpha / beta) = -0.9 / -1.1 eV



# 5
Molecular formula: C2H3ClFNO2
Method: DFT, wB97M-V/def2-TZVPD

Last column: natural (NBO) charge in e.
Geometry (Å):
C 1.074 0.131 -0.424  -0.6176
C -0.459 0.309 -0.282  0.4008
F -0.754 1.626 -0.108  -0.3067
Cl -1.336 -0.349 -1.627  0.0351
N -0.788 -0.485 0.931  0.4850
O -1.115 -1.630 0.761  -0.3421
O -0.613 0.106 1.970  -0.3470
H 1.289 -0.965 -0.327  0.2372
H 1.265 0.576 -1.274  0.2219
H 1.437 0.683 0.380  0.2334

Highest occupied orbital energy = -11.461 eV
Energy = -843.1860 Ha
ΔE to the lowest compared entry with this formula, charge and spin = 45.35 kcal/mol
Frontier orbital gap = 11.25 eV
LUMO energy = -0.2 eV
SMILES string = C[C@@](F)(Cl)[N+](=O)[O-]



# 6
Molecular formula: C2H3ClFNO2
Method: DFT, wB97M-V/def2-TZVPD

Last column: natural (NBO) charge in e.
Geometry (Å):
O -1.956 1.076 -0.324  -0.3618
N -1.678 -0.071 -0.241  0.5502
O -2.449 -0.987 -0.321  -0.3662
C -0.218 -0.356 -0.074  -0.3626
C 0.687 0.847 -0.379  0.1776
F 0.602 1.079 -1.732  -0.3396
Cl 2.389 0.417 -0.034  -0.0318
H 0.101 -0.803 0.929  0.2607
H -0.168 -1.106 -0.849  0.2512
H 0.328 1.774 0.198  0.2223

Highest occupied orbital energy = -11.599 eV
Energy = -843.1924 Ha
ΔE to the lowest compared entry with this formula, charge and spin = 41.34 kcal/mol
Frontier orbital gap = 11.72 eV
LUMO energy = 0.1 eV
SMILES string = O=[N+]([O-])C[C@H](F)Cl



# 7
Molecular formula: C2H3ClFNOS
Method: DFT, wB97M-V/def2-TZVPD

Last column: natural (NBO) charge in e.
Geometry (Å):
C -0.263 -0.094 -0.045  -0.4367
N -1.574 -0.613 0.363  -0.6263
S -2.864 0.236 -0.338  0.4893
Cl -2.997 -0.152 -2.316  -0.1603
C -1.536 -1.645 1.211  0.9630
O -0.595 -2.251 1.627  -0.5557
F -2.764 -1.906 1.713  -0.3309
H 0.105 -0.426 -1.058  0.2072
H -0.239 0.919 -0.110  0.2125
H 0.600 -0.205 0.561  0.2378

Highest occupied orbital energy = -9.752 eV
Energy = -1166.2348 Ha
ΔE to the lowest compared entry with this formula, charge and spin = 16.61 kcal/mol
Frontier orbital gap = 9.43 eV
LUMO energy = -0.3 eV
SMILES string = CN(SCl)C(=O)F



# 8
Molecular formula: C2H3ClFP
Method: DFT, wB97M-V/def2-TZVPD

Last column: natural (NBO) charge in e.
Geometry (Å):
C -0.292 -0.976 0.044  -1.0268
P 0.685 0.234 -0.543  1.4848
F 1.162 -0.281 -2.040  -0.5527
C 1.159 2.187 -0.619  -0.6620
Cl 2.704 2.539 -1.291  0.0241
H -0.915 -0.983 0.889  0.2554
H -0.487 -1.690 -0.839  0.2695
H 0.959 2.696 0.336  0.2076

Highest occupied orbital energy (alpha / beta) = -8.057 / -8.060 eV
Energy = -979.2861 Ha
ΔE to the lowest compared entry with this formula, charge and spin = 81.12 kcal/mol
Frontier orbital gap (alpha / beta) = 7.56 / 7.57 eV
LUMO energy (alpha / beta) = -0.5 / -0.5 eV
SMILES string = C=P(F)=CCl



Which of these has the highest ΔE to the lowest compared entry with this formula, charge and spin? C2H3ClFN